Below is 13 unconnected molecules or ions with the total composition C43H118N6O13 in a non-equilibrium geometry, with properties calculated with wB97M-V/def2-TZVPD.

## Properties
LUMO energy ... -0.07 eV
HOMO energy ... -9.05 eV
Energy ... -3015.47141 hartree
Energy relative to the best compared isomer or geometry (same formula, charge and spin) ... 112.1 kcal/mol

Geometry as XYZ:
```
180
Properties=species:S:1:pos:R:3:lowdin_charge:R:1
C -1.73893 3.89519 -6.39321 -0.054
C -1.49395 3.30960 -5.00233 -0.556
C -0.31312 4.00628 -4.30354 -0.046
O -2.64149 3.40450 -4.29014 -0.031
H -1.91331 4.97034 -6.43472 0.081
H -2.66733 3.42569 -6.71839 0.075
H -1.01410 3.60531 -7.15391 0.079
H -1.28334 2.25146 -5.15756 0.131
H -0.48336 5.08285 -4.31277 0.084
H 0.56429 3.76230 -4.90245 0.074
H -0.09719 3.54105 -3.34175 0.070
H -2.54821 3.02973 -3.41126 0.092
C -5.81772 -1.09073 -5.44175 -0.073
C -6.35251 -1.66930 -4.15668 -0.474
C -6.96940 -0.60237 -3.25554 -0.055
O -7.41204 -2.57560 -4.56388 -0.078
H -5.12913 -0.27042 -5.23915 0.075
H -6.65173 -0.69220 -6.01942 0.087
H -5.29793 -1.79906 -6.08688 0.077
H -5.61382 -2.25124 -3.60551 0.129
H -7.45493 -0.94477 -2.34168 0.078
H -7.68133 0.03976 -3.77410 0.083
H -6.12544 0.04086 -3.00639 0.073
H -7.13334 -3.26299 -5.17332 0.079
C -5.75097 7.10621 -2.46106 -0.067
C -6.87808 6.13021 -2.34289 -0.531
C -8.24115 6.80921 -2.12652 -0.050
O -6.90919 5.40427 -3.53784 -0.051
H -5.97494 7.76815 -3.29759 0.089
H -4.73984 6.69917 -2.46624 0.080
H -5.80870 7.67135 -1.53080 0.078
H -6.72091 5.40997 -1.53999 0.131
H -8.34906 7.32264 -1.17109 0.076
H -9.07722 6.11852 -2.01679 0.074
H -8.43463 7.46051 -2.97886 0.082
H -6.09589 4.90186 -3.62580 0.087
C 7.00457 2.47640 -1.53187 -0.054
C 5.65459 1.69025 -1.58892 -0.469
C 5.11808 1.43512 -3.05708 -0.043
O 5.83322 0.43634 -0.96981 -0.067
H 7.30490 2.62510 -0.49466 0.071
H 6.84660 3.39126 -2.10298 0.076
H 7.79950 1.88215 -1.98246 0.077
H 4.92480 2.25219 -1.00604 0.121
H 5.82677 0.84524 -3.63837 0.073
H 4.79756 2.31462 -3.61551 0.071
H 4.24651 0.78056 -3.06248 0.060
H 6.28151 0.58191 -0.13349 0.081
C 2.59331 -1.06198 5.44314 -0.041
C 2.93902 -2.38675 4.70812 -0.514
C 3.35767 -3.54091 5.55812 -0.065
O 1.88655 -2.86103 3.88757 -0.059
H 3.11812 -0.95796 6.39279 0.067
H 1.52972 -1.07980 5.68099 0.075
H 2.90923 -0.15619 4.92562 0.069
H 3.77575 -2.17870 4.04127 0.126
H 3.60167 -4.46011 5.02555 0.085
H 2.46031 -3.75556 6.13845 0.084
H 4.13761 -3.17583 6.22633 0.081
H 2.00501 -2.57361 2.97930 0.081
C 0.03294 10.67711 0.26130 -0.042
C 0.74472 9.71539 1.21362 -0.513
C 1.34169 10.29820 2.48822 -0.067
O -0.12607 8.72622 1.68732 -0.061
H -0.84071 11.19641 0.65519 0.078
H -0.39898 10.08366 -0.54453 0.079
H 0.74848 11.45828 0.00466 0.079
H 1.56146 9.16846 0.74257 0.125
H 0.52609 10.91436 2.86668 0.084
H 2.09791 11.03903 2.22857 0.076
H 1.71695 9.62397 3.25809 0.082
H 0.01383 8.55818 2.62209 0.074
C 1.98914 -8.15133 -0.89855 -0.057
C 1.13317 -7.11464 -0.15614 -0.497
C -0.09965 -7.60034 0.56816 -0.149
O -1.06596 -8.27049 -0.33515 -0.200
C -1.72605 -7.38031 -1.25399 -0.101
N 2.03100 -6.66357 0.82518 0.018
H 1.41058 -8.39938 -1.78841 0.074
H 2.16314 -9.00842 -0.24799 0.084
H 2.99024 -7.81132 -1.16370 0.074
H 0.97661 -6.36836 -0.93502 0.123
H -0.52967 -6.77227 1.13162 0.117
H 0.14436 -8.30744 1.36099 0.130
H -2.37344 -6.82490 -0.57539 0.079
H -2.40622 -7.81731 -1.98507 0.083
H -1.03580 -6.72811 -1.78903 0.072
H 2.82832 -6.28260 0.33609 0.076
H 1.67730 -5.89476 1.37649 0.076
C -2.04446 5.11111 6.44289 -0.050
C -2.57817 6.60551 6.35664 -0.405
C -3.47244 7.11802 7.51354 -0.185
O -3.72577 8.53112 7.29117 -0.206
C -4.44250 9.07694 8.38453 -0.120
N -1.41247 7.48809 6.30815 0.024
H -1.48226 4.94723 7.36223 0.068
H -1.35363 4.96176 5.61312 0.066
H -2.85435 4.39431 6.30730 0.068
H -3.14134 6.69758 5.42795 0.127
H -2.97156 6.93526 8.46424 0.125
H -4.42833 6.60229 7.42192 0.122
H -4.63407 10.12883 8.17256 0.086
H -3.85283 9.14161 9.29898 0.085
H -5.40155 8.59139 8.56499 0.087
H -1.75207 8.35709 6.69495 0.051
H -0.69176 7.17643 6.94341 0.062
C -0.10102 -8.69394 -8.13720 -0.057
C -0.28830 -7.44545 -7.23987 -0.472
C 1.08697 -6.82916 -6.93782 -0.186
O 0.86711 -5.53836 -6.34866 -0.227
C 1.98815 -4.66617 -6.30451 -0.099
N -1.15403 -6.48855 -7.81584 0.040
H -1.09700 -9.11855 -8.26312 0.076
H 0.57926 -9.37163 -7.62138 0.078
H 0.23374 -8.39412 -9.13024 0.074
H -0.76662 -7.84446 -6.34539 0.135
H 1.55905 -6.65331 -7.90443 0.121
H 1.68233 -7.47263 -6.29006 0.126
H 1.72156 -3.75412 -5.77048 0.086
H 2.29893 -4.46334 -7.32938 0.082
H 2.83039 -5.16391 -5.82388 0.082
H -1.07456 -5.61920 -7.30789 0.067
H -0.77578 -6.19086 -8.70377 0.075
C 8.75322 -6.32515 0.35899 -0.060
C 8.16956 -4.93422 0.66532 -0.437
C 9.26088 -3.85248 0.81124 -0.210
O 10.17706 -4.23997 1.80785 -0.188
C 11.24511 -3.39146 1.98918 -0.134
N 7.29369 -4.57824 -0.42664 0.028
H 9.36432 -6.33635 -0.54353 0.075
H 7.90733 -6.97788 0.14331 0.076
H 9.39544 -6.71406 1.14918 0.076
H 7.59321 -5.00260 1.58796 0.138
H 8.78844 -2.89119 1.01329 0.120
H 9.81469 -3.79632 -0.12591 0.124
H 11.91786 -3.79128 2.74790 0.092
H 10.87929 -2.42319 2.33079 0.085
H 11.79400 -3.24119 1.05953 0.086
H 7.10664 -3.58728 -0.37088 0.062
H 7.79707 -4.69609 -1.29429 0.069
C -0.88476 -1.46872 -1.66656 -0.073
C 0.09471 -0.61163 -0.91264 -0.431
C -0.64503 0.25248 0.14888 -0.195
O -1.49195 1.21870 -0.44547 -0.203
C -2.02552 2.13994 0.44854 -0.122
N 1.17300 -1.47426 -0.38280 0.043
H -1.69982 -0.86534 -2.06621 0.077
H -1.39540 -2.24387 -1.09516 0.084
H -0.35567 -1.93468 -2.49785 0.075
H 0.53917 0.10422 -1.60409 0.131
H 0.08793 0.75913 0.77671 0.118
H -1.24876 -0.40457 0.77488 0.124
H -1.27694 2.76755 0.93209 0.091
H -2.75774 1.67793 1.11076 0.091
H -2.61172 2.76923 -0.22113 0.084
H 1.31330 -2.14400 -1.12568 0.055
H 2.03552 -0.95359 -0.45400 0.063
C -3.78329 -1.91644 4.92469 -0.059
C -3.80348 -3.46854 5.04328 -0.433
C -4.27597 -4.14428 3.77657 -0.195
O -5.62441 -3.66618 3.60330 -0.198
C -6.07019 -4.00902 2.30539 -0.121
N -2.47752 -3.92079 5.42073 0.025
H -3.54342 -1.31092 5.79870 0.069
H -4.73562 -1.55628 4.53552 0.065
H -3.04824 -1.55983 4.20316 0.068
H -4.44718 -3.78930 5.86235 0.137
H -4.41333 -5.22081 3.87824 0.129
H -3.58470 -3.90069 2.96981 0.127
H -7.15520 -3.90554 2.31837 0.086
H -5.90539 -5.06335 2.08329 0.083
H -5.66494 -3.36938 1.52136 0.087
H -1.84083 -3.74235 4.65724 0.065
H -2.17351 -3.34861 6.19551 0.066
C 3.30150 5.07226 3.20142 -0.151
O 4.53616 4.57933 3.72580 -0.138
H 2.91320 4.24945 2.60117 0.077
H 2.61041 5.31295 4.00924 0.072
H 3.47127 5.93729 2.56034 0.071
H 5.02786 5.17997 4.29065 0.069
```